1.
The following is a quantum chemistry calculation of a molecular structure, C24H25IrO11S2, from the Open Molecules 2025 dataset.

Each line ends with the Mulliken charge.
Atoms and positions in Å:
Ir (-0.924, -0.146, 0.521)  3.562
O (2.232, -1.234, 3.299)  -0.753
S (1.433, -0.340, 2.522)  1.590
O (2.091, 0.304, 1.394)  -0.847
O (0.163, -1.006, 2.082)  -1.170
C (0.872, 0.927, 3.675)  -0.165
C (1.498, 0.896, 4.912)  -0.583
C (1.092, 1.729, 5.945)  -0.604
C (0.030, 2.593, 5.759)  -0.645
C (-0.604, 2.643, 4.527)  -0.765
C (-0.186, 1.826, 3.484)  0.425
S (-1.123, 2.057, 1.991)  1.243
O (-0.204, 1.697, 0.846)  -0.691
O (-1.627, 3.383, 1.995)  -0.635
O (-2.150, 0.965, 1.918)  -0.887
H (2.302, 0.190, 5.057)  0.544
H (1.605, 1.688, 6.896)  0.403
H (-0.306, 3.236, 6.560)  0.406
H (-1.417, 3.335, 4.360)  0.498
O (0.670, -0.408, -0.740)  -1.148
C (0.538, 0.439, -1.940)  3.824
C (-0.857, 1.148, -1.940)  0.120
O (-1.089, 1.979, -2.782)  -0.626
O (-1.743, 0.703, -1.085)  -0.754
C (0.590, -0.487, -3.152)  -1.172
C (0.517, 0.072, -4.426)  -0.451
C (0.577, -0.740, -5.546)  -0.902
C (0.720, -2.116, -5.408)  -0.470
C (0.802, -2.672, -4.142)  -1.003
C (0.737, -1.862, -3.014)  0.059
C (1.716, 1.401, -1.932)  -0.635
C (2.992, 0.851, -2.036)  -0.009
C (4.113, 1.660, -1.960)  -1.014
C (3.967, 3.030, -1.790)  -0.454
C (2.699, 3.580, -1.688)  -1.103
C (1.573, 2.771, -1.753)  -0.305
H (1.395, -0.060, -0.147)  0.478
H (0.399, 1.142, -4.531)  0.449
H (0.516, -0.297, -6.531)  0.426
H (0.774, -2.747, -6.285)  0.410
H (0.919, -3.741, -4.024)  0.437
H (0.797, -2.303, -2.029)  0.426
H (3.107, -0.217, -2.179)  0.397
H (5.099, 1.221, -2.035)  0.419
H (4.840, 3.666, -1.735)  0.417
H (2.579, 4.647, -1.551)  0.428
H (0.590, 3.211, -1.671)  0.512
C (-3.643, -1.991, 2.886)  -0.899
O (-2.332, -2.015, 2.362)  0.023
C (-2.061, -3.130, 1.542)  -0.801
C (-2.590, -2.940, 0.140)  -0.529
O (-1.799, -1.992, -0.595)  -0.136
C (-2.448, -1.754, -1.859)  -0.613
H (-3.844, -2.897, 3.468)  0.348
H (-4.404, -1.896, 2.103)  0.334
H (-3.705, -1.120, 3.533)  0.219
H (-2.510, -4.035, 1.969)  0.571
H (-0.976, -3.251, 1.525)  0.167
H (-3.626, -2.589, 0.175)  0.423
H (-2.570, -3.885, -0.411)  0.433
H (-2.739, -2.721, -2.273)  0.373
H (-1.745, -1.278, -2.529)  0.026
H (-3.321, -1.117, -1.725)  0.373

The value obtained for the largest force on an atom is 2.037 eV/Å. The relative energy (zero: lowest compared OMol25 entry of this formula, charge and spin) is 0.0 kJ/mol. The calculation puts the HOMO-LUMO gap at 8.9 eV. Its LUMO energy is -0.3 eV. The total charge is 0.

=====

2.
The following is a quantum chemistry calculation of a molecular structure, C13H30Li4N2O7, from the Open Molecules 2025 dataset.

Each line ends with the Mulliken charge.
Atoms and positions in Å:
Li (2.864, 1.504, 2.743)  0.935
Li (-1.520, -0.410, 2.486)  0.808
Li (1.638, -1.401, 3.599)  0.856
Li (0.545, 2.613, 1.139)  0.850
C (0.646, 0.109, 1.490)  1.305
O (1.814, 0.609, 1.348)  -0.952
O (0.432, -1.077, 1.958)  -0.910
O (-0.374, 0.888, 1.619)  -1.020
C (-2.962, 0.074, 0.150)  -0.583
O (-2.475, -1.096, 0.789)  -0.273
C (-2.889, -2.306, 0.163)  -0.684
C (-2.143, -3.461, 0.798)  -0.603
N (-0.738, -3.405, 0.424)  -0.254
C (-0.003, -4.515, 1.020)  -0.666
C (1.451, -4.655, 0.525)  -0.330
O (2.155, -5.257, 1.594)  -0.305
C (3.547, -5.260, 1.433)  -0.703
H (-3.050, 0.890, 0.874)  0.036
H (-3.998, 0.051, -0.202)  0.466
H (-2.261, 0.337, -0.640)  0.203
H (-2.750, -2.276, -0.921)  0.380
H (-3.964, -2.481, 0.294)  0.411
H (-2.594, -4.423, 0.570)  0.481
H (-2.282, -3.310, 1.885)  0.217
H (-0.315, -2.525, 0.676)  0.161
H (-0.488, -5.476, 0.841)  0.388
H (0.018, -4.398, 2.113)  0.238
H (1.835, -3.637, 0.353)  0.269
H (1.519, -5.301, -0.353)  0.316
H (3.969, -4.292, 1.729)  0.215
H (3.919, -5.590, 0.457)  0.304
H (4.014, -6.001, 2.090)  0.279
C (2.899, 2.741, -3.567)  -0.656
O (1.516, 3.062, -3.601)  -0.371
C (0.689, 2.052, -3.096)  -0.844
C (0.816, 1.926, -1.550)  0.068
N (1.036, 3.161, -0.777)  -0.214
C (0.062, 4.189, -1.187)  -0.773
C (-1.369, 4.075, -0.646)  -0.468
O (-1.216, 3.846, 0.750)  -0.216
C (-2.384, 3.829, 1.530)  -0.827
H (3.047, 1.745, -3.992)  0.330
H (3.322, 2.739, -2.556)  0.239
H (3.417, 3.485, -4.164)  0.251
H (0.977, 1.073, -3.486)  0.475
H (-0.321, 2.310, -3.405)  0.380
H (1.670, 1.255, -1.397)  0.436
H (0.036, 1.337, -1.055)  -0.456
H (1.948, 3.534, -1.020)  0.367
H (0.006, 4.428, -2.254)  0.393
H (0.510, 5.126, -0.832)  0.493
H (-1.991, 3.270, -1.054)  0.291
H (-1.919, 4.989, -0.883)  0.411
H (-2.228, 3.287, 2.462)  0.259
H (-3.153, 3.269, 0.969)  0.259
H (-2.929, 4.750, 1.764)  0.343

The value obtained for the largest force on an atom is 4.199 eV/Å. The relative energy (zero: lowest compared OMol25 entry of this formula, charge and spin) is 0.0 kJ/mol. The calculation puts the HOMO-LUMO gap at 5.1 eV. Its LUMO energy is -8.1 eV. The total charge is +2.

=====

no.,HOMO level (eV)
1,-9.13
2,-13.25